This record from OMol25 describes a structure of composition C5H7NO. The level of theory is the ωB97M-V functional and the def2-TZVPD basis.

The geometry in ORCA input format:
```
! RIJCOSX wB97M-V def2-TZVPD def2/J DEFGRID3
* xyz 0 1
C -1.76950 0.42550 -0.37996
C -1.11502 -0.66666 0.29362
C 1.13941 -0.14295 -0.17646
C 2.32439 -0.00897 0.66317
O 2.21431 -1.02198 -0.34343
C 0.62352 0.77516 -1.09056
N -0.27813 1.41076 -1.52645
H -1.98371 1.32844 0.18091
H -2.37873 -0.54446 0.41784
H -2.31577 0.25812 -1.29813
H -0.80579 -0.59965 1.32825
H -1.01862 -1.62313 -0.21017
H 3.05542 0.77066 0.44646
H 2.30822 -0.36083 1.69490
*
```

Results
**Relative energy (zero: lowest compared OMol25 entry of this formula, charge and spin)**: 152.3 kcal per mole
**HOMO energy**: -7.91 eV
**LUMO energy**: 0.734 eV
**Gap between HOMO and LUMO**: 0.3177 hartree

=====

This record from OMol25 describes an isolated molecule of C5H7NO. The level of theory is the ωB97M-V functional and the def2-TZVPD basis.

The geometry in ORCA input format:
```
! RIJCOSX wB97M-V def2-TZVPD def2/J DEFGRID3
* xyz 0 1
N 1.24094 2.16817 -0.54037
C 0.67183 1.21871 -0.06250
O -0.91325 0.39538 -1.15761
C -1.53419 -0.45546 -0.21974
C -0.37939 -0.86641 0.68550
C 0.86972 -0.87156 -0.10652
C 0.55653 0.26332 0.95464
H 1.45387 2.37846 -1.50010
H -1.91226 -1.33795 -0.75251
H -2.35961 -0.00903 0.35004
H -0.54204 -1.54683 1.51488
H 0.05281 -0.26170 -1.22190
H 1.70332 -1.50610 0.17582
H 1.09173 0.43099 1.88038
*
```

Results
**Relative energy (zero: lowest compared OMol25 entry of this formula, charge and spin)**: 123.6 kcal per mole
**HOMO energy**: -8.51 eV
**LUMO energy**: 0.882 eV
**Gap between HOMO and LUMO**: 0.3450 hartree

=====

This record from OMol25 describes a cluster of 2 separate species, C5H7NO in total. The level of theory is the ωB97M-V functional and the def2-TZVPD basis.

The geometry in ORCA input format:
```
! RIJCOSX wB97M-V def2-TZVPD def2/J DEFGRID3
* xyz 0 1
C 1.50024 0.13351 0.64155
C -0.32238 -0.60298 -1.29249
C -1.20617 -1.09172 -0.34925
C -1.31519 -0.18871 0.71812
N -0.45085 0.81765 0.46916
C 0.08452 0.73453 -0.92375
O 0.54717 1.69684 -1.51004
H 2.23914 0.17896 -0.15385
H 1.26862 -0.86488 1.00273
H 1.69413 0.86682 1.42214
H -0.07072 -1.04494 -2.24741
H -1.72008 -2.04434 -0.39516
H -1.79706 -0.30548 1.67893
H -0.45139 1.71474 0.93931
*
```

Results
**Relative energy (zero: lowest compared OMol25 entry of this formula, charge and spin)**: 80.9 kcal per mole
**HOMO energy (alpha / beta)**: -7.60 / -7.60 eV
**LUMO energy (alpha / beta)**: 0.016 / 0.014 eV
**Gap between HOMO and LUMO (alpha / beta)**: 0.2801 / 0.2800 hartree

=====

This record from OMol25 describes an isolated molecule of C5H7NO. The level of theory is the ωB97M-V functional and the def2-TZVPD basis.

The geometry in ORCA input format:
```
! RIJCOSX wB97M-V def2-TZVPD def2/J DEFGRID3
* xyz 0 1
C -1.73449 0.62016 -0.07545
C -0.35372 0.31227 -0.57021
C 0.61818 1.10357 -0.11077
N 1.70661 0.38309 0.46311
C 1.43741 -0.99447 0.23991
O 2.07440 -1.89795 0.71652
C 0.19165 -1.08823 -0.64865
H -2.55147 0.03129 -0.48831
H -1.95393 1.69074 -0.11254
H -1.64782 0.35950 0.99257
H 0.54925 2.16984 0.08108
H 1.64763 0.55503 1.46720
H -0.49015 -1.86650 -0.29284
H 0.50644 -1.37833 -1.66164
*
```

Results
**Relative energy (zero: lowest compared OMol25 entry of this formula, charge and spin)**: 32.8 kcal per mole
**HOMO energy**: -8.50 eV
**LUMO energy**: 0.726 eV
**Gap between HOMO and LUMO**: 0.3390 hartree

=====

This record from OMol25 describes an isolated molecule of C5H7NO. The level of theory is the ωB97M-V functional and the def2-TZVPD basis.

The geometry in ORCA input format:
```
! RIJCOSX wB97M-V def2-TZVPD def2/J DEFGRID3
* xyz 0 1
C 2.39534 -0.02250 0.04582
C 0.93235 0.21000 -0.09550
C -0.06013 -0.69067 -0.28584
C -1.29861 0.00882 -0.13060
N -2.53556 -0.64880 -0.21804
C -0.95970 1.30804 0.09958
O 0.41004 1.43838 0.12062
H 3.00990 0.54835 -0.65625
H 2.57675 -1.08687 -0.12820
H 2.72499 0.20854 1.06553
H 0.05731 -1.74013 -0.51217
H -2.44899 -1.58224 0.16887
H -3.28944 -0.16881 0.25523
H -1.51425 2.21789 0.27094
*
```

Results
**Relative energy (zero: lowest compared OMol25 entry of this formula, charge and spin)**: 17.8 kcal per mole
**HOMO energy**: -7.90 eV
**LUMO energy**: 1.065 eV
**Gap between HOMO and LUMO**: 0.3293 hartree

=====

This record from OMol25 describes a structure of composition C5H7NO in a non-equilibrium geometry. The level of theory is the ωB97M-V functional and the def2-TZVPD basis.

The geometry in ORCA input format:
```
! RIJCOSX wB97M-V def2-TZVPD def2/J DEFGRID3
* xyz 0 1
O -1.40765 0.78889 1.47006
C -0.97180 -0.33693 1.56183
C 0.22049 -0.86418 0.83953
C 0.42287 -0.85720 -0.62992
C -0.32986 0.29493 -1.29021
C 0.64052 1.17290 -0.47958
N 1.24128 0.01092 0.25033
H -1.43152 -1.05293 2.27270
H 0.65521 -1.72752 1.33960
H 1.05120 -1.59189 -1.11126
H -1.38218 0.40447 -1.01368
H -0.25831 0.34761 -2.37745
H 0.25041 1.96648 0.15159
H 1.43923 1.52898 -1.13326
*
```

Results
**Relative energy (zero: lowest compared OMol25 entry of this formula, charge and spin)**: 67.9 kcal per mole
**HOMO energy**: -9.38 eV
**LUMO energy**: 0.812 eV
**Gap between HOMO and LUMO**: 0.3747 hartree